No. 1
# C6H5O3P

C6H5O3P in the gas phase (ωB97M-V with the def2-TZVPD basis set, the OMol25 dataset).

LUMO energy (spin up / spin down): -2.06 / -2.15 eV
HOMO (spin up / spin down): -8.8 / -9.1 eV
energy relative to the best compared isomer or geometry (same formula, charge and spin): 0.540 eV
DFT total energy: -798.6294 Ha
maximum force: 4.6 eV Å⁻¹

The geometry in ORCA input format:
```
! wB97M-V def2-TZVPD RIJCOSX def2/J DEFGRID3
* xyz 0 1
C -1.500 1.327 0.151
C -0.157 1.445 0.264
C -1.250 -1.066 -0.425
C 0.113 -0.976 -0.318
C -2.143 0.032 -0.075
C 0.679 0.244 0.164
O -3.354 -0.160 -0.054
O 2.114 0.747 -1.143
O 3.052 -1.215 0.418
P 2.537 0.372 0.302
H -2.055 2.170 0.302
H 0.272 2.340 0.369
H -1.855 -2.006 -0.616
H 0.885 -1.673 -0.582
H 2.662 -1.581 1.242
*
```

***

No. 2
# C6H5O5

2 unconnected molecules or ions with the total composition C6H5O5 (ωB97M-V with the def2-TZVPD basis set, the OMol25 dataset).

LUMO energy: -6.54 eV
HOMO: -14.4 eV
energy relative to the best compared isomer or geometry (same formula, charge and spin): 0.000 eV
DFT total energy: -607.4384 Ha
maximum force: 3.4 eV Å⁻¹

The geometry in ORCA input format:
```
! wB97M-V def2-TZVPD RIJCOSX def2/J DEFGRID3
* xyz 1 1
C 0.558 1.184 1.594
C -0.736 1.316 1.278
C -0.812 0.618 -0.141
C -0.705 -1.890 0.419
C 0.646 0.074 -0.256
C 1.203 -0.670 -1.425
O -1.618 0.612 -0.994
O -1.301 -2.809 0.584
O 1.351 0.522 0.690
O -1.699 1.895 1.925
O 0.167 -1.435 -1.990
H 1.038 1.497 2.471
H 1.874 -1.242 -0.781
H 1.724 -0.025 -2.124
H -2.359 2.279 1.357
H 0.669 -1.927 -2.606
*
```